No. 1
# C6H13NO

A gas-phase ion, C6H13NO (charge +1) at a distorted geometry (ωB97M-V/def2-TZVPD, OMol25).

Properties
**Spin multiplicity**: 2
**HOMO-LUMO gap (alpha / beta)**: 10.86 / 5.75 eV
**Lowest unoccupied orbital energy (alpha / beta)**: -2.82 / -7.89 eV
**Energy above the lowest of the compared OMol25 structures with the same formula, charge and spin**: 2.345 eV
**<S²>**: 0.7556
**Strongest force on any atom**: 2.99 eV Å⁻¹
**E_HOMO (alpha / beta)**: -13.678 / -13.636 eV
**Net charge**: +1

Each line ends with the Mulliken charge.
Geometry (Å):
C: -1.42789 -1.75071 -0.02607  -0.26
N: -0.28888 -0.81173 -0.12057  -0.04
H: 0.78854 2.28255 0.33604  0.40
H: 3.05485 1.82696 -2.13728  0.27
C: 2.03947 1.52505 -2.39627  -0.89
C: -0.43911 0.62384 1.95832  -1.28
H: -1.15364 1.31357 2.43116  0.34
H: -2.35762 -1.19548 0.02875  0.31
H: -1.24366 0.88645 -0.07079  0.39
H: 0.15052 1.00853 -2.13935  0.23
H: -0.94172 -2.06524 1.92762  0.30
C: -0.31165 0.59687 0.44707  0.43
O: -1.29675 -2.51031 1.14552  -0.41
H: 1.83603 0.82578 0.34081  0.44
H: 0.63374 -1.25244 -0.15490  0.33
H: 1.96296 1.73999 -3.45881  0.27
H: -1.24564 -2.42668 -0.86358  0.34
C: 1.04160 1.26706 -1.56868  -0.18
H: 0.45094 1.08071 2.39776  0.36
H: -0.61235 -0.27306 2.52700  0.25
C: 0.91827 1.26934 -0.07939  -0.59

---

No. 2
# C6H13NO2

A single C6H13NO2 molecule at a distorted geometry (ωB97M-V/def2-TZVPD, OMol25).

Properties
**Spin multiplicity**: 1
**HOMO-LUMO gap (alpha / beta)**: 8.35 / 6.84 eV
**Lowest unoccupied orbital energy (alpha / beta)**: 0.73 / -0.01 eV
**Energy above the lowest of the compared OMol25 structures with the same formula, charge and spin**: 4.888 eV
**Strongest force on any atom**: 2.41 eV Å⁻¹
**E_HOMO (alpha / beta)**: -7.621 / -6.845 eV

Each line ends with the Mulliken charge.
Geometry (Å):
H: -1.75894 -0.59636 -1.05623  0.42
C: -1.09671 1.13269 0.82864  -0.46
C: 0.07347 0.17589 -0.21804  1.55
H: 2.65742 0.54741 1.56246  0.29
C: 0.91839 -0.39566 0.76265  -0.60
C: -0.71269 -0.82688 -0.88994  -0.94
H: 2.91407 -1.12718 1.09181  0.38
O: 0.66390 1.25125 -0.96779  -0.56
H: 0.44586 -0.90569 1.58658  0.42
H: 0.35539 1.13473 -1.87656  0.39
O: -0.32234 2.14083 1.35353  -0.52
H: 2.77850 0.14814 -0.14601  0.31
N: -2.15194 1.61105 0.05127  -0.41
H: -1.42374 0.43699 1.59396  0.48
C: -0.36471 -2.26926 -1.07245  -1.32
H: 0.28266 2.42787 0.64548  0.42
H: -0.75388 -2.92254 -0.27704  0.27
H: 0.72269 -2.41235 -1.09450  0.34
H: -1.88841 2.30608 -0.63251  0.21
H: -0.78861 -2.64782 -2.00904  0.39
H: -2.94350 0.99673 -0.04694  0.23
C: 2.39310 -0.20592 0.81067  -1.28

---

No. 3
# C6H13NO2

A molecular structure, C6H13NO2 at a distorted geometry (ωB97M-V/def2-TZVPD, OMol25).

Properties
**Spin multiplicity**: 1
**HOMO-LUMO gap**: 8.64 eV
**Lowest unoccupied orbital energy**: 0.75 eV
**Energy above the lowest of the compared OMol25 structures with the same formula, charge and spin**: 4.352 eV
**Strongest force on any atom**: 6.87 eV Å⁻¹
**E_HOMO**: -7.889 eV

Each line ends with the Mulliken charge.
Geometry (Å):
C: 0.62358 -0.44006 -0.05171  1.23
H: 2.47035 1.31507 0.89353  0.43
H: -0.61825 -1.14917 1.60471  0.37
H: 3.41687 -0.06757 1.96260  0.33
H: 0.32171 1.56564 -0.78310  0.40
H: -0.19735 -2.39051 0.42469  0.34
C: 2.33454 0.32912 0.43489  -0.59
N: -2.47854 0.34393 0.81517  -0.68
H: -3.47797 0.95083 -1.52896  0.41
C: 0.16964 -1.48762 0.92114  -1.50
O: 0.80324 -0.90222 -1.34003  -0.58
O: 3.04197 -0.59956 1.24282  -0.50
H: -3.49534 0.35517 0.63132  0.25
H: 0.98374 -1.81293 1.57290  0.36
C: 0.08955 0.88916 0.03346  -1.32
H: 2.88193 0.35414 -0.50942  0.27
H: -1.94962 1.72114 -2.03395  0.29
C: -1.78098 0.60814 -0.22168  0.63
H: -2.15671 -0.01750 -2.24034  0.24
H: 1.34816 -1.70584 -1.27594  0.39
C: -2.38751 0.82561 -1.58349  -1.24
H: 0.05700 1.31499 1.03138  0.46